[1]
Computed, not measured: C63H54AsCl2CoNO2PS2 as an isolated structure, with ωB97M-V/def2-TZVPD.

CARTESIAN COORDINATES (ANGSTROEM)
As -0.932 -0.711 -3.648
Co -0.784 -0.827 -0.399
Cl 1.498 -0.914 -0.861
Cl 0.051 -6.113 -1.506
S -0.845 -3.084 -0.918
S -0.823 1.737 -1.027
P -0.680 -1.160 1.963
O 0.909 2.092 2.136
O 1.759 0.040 1.992
N 2.725 4.200 2.083
C -2.729 -4.544 -5.785
C -2.675 -0.816 -0.210
C -0.586 1.010 6.058
C -4.426 -2.289 3.377
C 1.275 4.273 6.004
C 1.875 -2.600 -1.168
C 2.555 -5.179 -1.678
C 1.527 -5.237 2.411
C -2.463 -1.624 2.130
C -5.230 -1.974 2.316
C 3.205 -2.900 -1.386
C 1.599 -1.869 -4.634
C 2.966 -1.851 -4.893
C 0.935 -0.705 -4.259
C -1.395 1.466 5.024
C 3.195 1.843 1.525
C -1.807 -3.759 -6.467
C 0.226 -0.093 5.854
C 3.531 3.205 1.524
C 0.141 -5.192 2.413
C -3.536 -0.458 -1.218
C 1.236 -4.832 -1.454
C 3.553 -4.214 -1.646
C 5.259 1.361 0.319
C 2.866 3.470 4.397
C -4.948 -0.589 -1.105
C 5.554 2.717 0.274
C -1.617 -2.306 -4.547
C 2.395 3.515 5.695
C 2.243 -4.052 2.335
C 1.581 -2.832 2.255
C 3.042 0.483 -4.352
C 2.208 4.176 3.396
C -1.402 1.942 -4.818
C -0.520 -3.975 2.331
C -1.821 2.402 0.320
C -2.556 -3.083 -3.879
C 1.680 0.462 -4.092
C -4.679 -1.468 1.116
C 4.090 0.950 0.942
C -1.261 -2.642 -5.853
C -3.035 -2.091 3.284
C -2.855 0.249 -5.681
C -2.057 2.899 -5.580
C 0.820 -3.515 -1.191
C -3.109 -4.200 -4.497
C -1.773 0.598 -4.874
C 1.840 1.283 1.964
C -5.510 -1.097 0.023
C 4.705 3.621 0.887
C -0.661 5.719 5.334
C 0.184 -2.775 2.253
C -3.275 -1.313 1.005
C 1.062 4.915 3.688
C 0.557 2.885 -0.880
C 3.688 -0.676 -4.764
C -1.395 0.809 3.806
C 0.600 4.964 5.007
C -0.588 -0.304 3.593
C -3.119 2.534 -6.395
C 0.232 -0.742 4.624
C 0.297 5.616 2.598
C -3.521 1.209 -6.436
H -2.853 -2.825 -2.871
H -3.150 -5.421 -6.260
H -0.565 -2.019 -6.401
H 1.324 2.594 -1.599
H 4.948 4.678 0.892
H -0.862 5.687 6.405
H 3.325 -4.068 2.319
H -2.413 -2.300 4.147
H 2.909 5.125 1.727
H -4.856 -2.667 4.296
H -1.515 -4.014 -7.479
H 2.793 -6.215 -1.872
H 0.903 4.309 7.022
H 0.200 3.886 -1.126
H 0.360 6.705 2.684
H -0.435 -6.108 2.454
H 3.944 -2.111 -1.357
H -5.574 -0.292 -1.939
H -4.358 0.912 -7.055
H -6.305 -2.097 2.383
H -3.831 -4.802 -3.961
H -6.584 -1.211 0.115
H -3.154 -0.037 -2.142
H -1.744 3.934 -5.522
H 0.862 -0.455 6.652
H 4.752 -0.664 -4.964
H -2.047 1.156 3.014
H 3.602 1.398 -4.206
H -1.601 -3.974 2.290
H 0.659 5.322 1.616
H 6.452 3.073 -0.217
H -3.189 -0.778 -5.730
H -3.637 3.281 -6.984
H -2.025 2.335 5.167
H 2.043 -6.189 2.454
H 2.910 2.964 6.472
H 3.816 -0.099 0.970
H -0.601 6.766 5.030
H 4.585 -4.483 -1.826
H 5.919 0.636 -0.139
H -2.115 3.426 0.088
H -0.587 1.517 7.014
H -2.709 1.779 0.414
H 3.747 2.892 4.150
H 2.146 -1.914 2.184
H 3.464 -2.768 -5.179
H -0.762 5.353 2.641
H 1.065 -2.808 -4.699
H 1.208 1.365 -3.725
H -0.608 2.266 -4.158
H -1.525 5.290 4.820
H -1.219 2.369 1.228
H 0.960 2.856 0.132
H 0.877 -1.596 4.475

* HOMO-LUMO gap (alpha / beta): 7.00 / 7.09 eV
* spin multiplicity: 2
* molecular weight: 1157.0 g/mol
* relative energy (zero: lowest compared OMol25 entry of this formula, charge and spin): 0.243 eV
* charge: -1
* LUMO energy (alpha / beta): 2.32 / 2.32 eV

[2]
Computed, not measured: a 12-piece molecular cluster, C63H72N13O2 overall, with ωB97M-V/def2-TZVPD.

CARTESIAN COORDINATES (ANGSTROEM)
O 2.157 -1.390 -2.612
O 2.838 0.556 -3.578
N 1.245 -0.445 4.249
N 5.453 4.435 9.200
N -0.139 3.880 7.085
N -7.900 0.634 -1.206
N 1.790 -2.648 -7.802
N -1.887 -3.944 6.171
N -1.792 -0.052 -1.283
N -3.952 -1.155 -3.421
N 5.463 3.041 -5.503
N -4.414 -9.255 -1.765
N 3.977 5.501 -2.737
N -1.756 -6.210 -0.433
N 3.509 -0.907 -0.320
C 5.542 0.727 -6.107
C 3.887 6.823 -2.654
C 2.144 -1.123 0.142
C 2.223 5.552 -4.363
C 3.684 0.009 -1.444
C -2.527 -5.599 0.465
C 2.141 6.930 -4.266
C 2.797 -0.293 -2.665
C 2.993 7.585 -3.392
C 2.557 -0.519 4.052
C -7.822 2.016 0.748
C 0.350 4.548 6.046
C 7.088 2.258 -7.080
C 3.157 4.883 -3.581
C -0.623 0.613 -1.882
C 3.491 0.141 4.838
C 3.251 5.973 8.473
C 1.684 -2.594 -5.398
C -4.472 -7.963 -1.450
C -6.250 -0.389 -4.790
C 6.483 3.252 -6.328
C -8.502 1.319 -0.240
C 3.247 4.602 8.280
C 3.691 1.451 -1.031
C -0.756 -3.675 5.525
C -6.536 -9.028 -2.852
C 0.235 5.922 5.894
C -4.948 -2.010 -3.627
C 1.287 2.138 -1.354
C -0.429 6.637 6.877
C -0.487 -5.929 4.808
C 4.370 3.883 8.663
C 1.669 1.010 6.106
C -1.663 -6.226 5.478
C -5.218 0.510 -4.580
C 5.000 1.792 -5.393
C -5.431 -9.764 -2.452
C -0.767 4.578 8.025
C -6.437 1.999 0.731
C -1.375 -4.074 -1.452
C -2.187 -3.456 -0.516
C 6.602 0.964 -6.964
C -2.321 -5.200 6.140
C -4.093 0.078 -3.895
C 1.658 -3.978 -5.360
C 1.750 -1.985 -6.646
C 4.374 6.564 9.030
C 2.449 2.004 -0.375
C 0.824 0.308 5.260
C -0.023 -4.625 4.830
C -1.193 -5.447 -1.365
C -5.796 1.289 -0.269
C 1.698 -4.687 -6.553
C -5.535 -7.141 -1.801
C -0.941 5.953 7.969
C 3.035 0.922 5.887
C -6.587 -7.685 -2.517
C 5.444 5.751 9.373
C -2.773 -4.236 0.469
C -6.570 0.627 -1.211
C -0.028 1.558 -0.897
C -6.112 -1.680 -4.306
C 1.763 -3.975 -7.740
H 4.571 7.299 -1.959
H -9.587 1.306 -0.258
H 0.885 -4.342 4.316
H -0.740 2.330 -0.681
H 3.732 1.457 6.516
H -3.264 0.752 -3.707
H -2.350 -2.386 -0.553
H -3.632 -7.566 -0.895
H -0.889 -3.504 -2.232
H 2.015 -0.740 1.134
H -6.892 -2.416 -4.441
H 1.115 3.181 -1.507
H 0.865 3.948 5.303
H -4.717 1.244 -0.321
H 3.249 3.803 -3.631
H -5.868 2.527 1.485
H 1.555 1.740 -2.307
H 1.895 -2.156 0.164
H 2.167 1.454 0.489
H 1.420 -0.646 -0.472
H -0.422 -2.644 5.560
H 4.162 1.611 -4.712
H 2.393 6.569 8.191
H 0.053 -6.698 4.272
H -0.565 -5.966 -2.081
H 1.611 -4.494 -4.410
H 2.871 -1.133 3.215
H -0.543 7.711 6.797
H -2.065 -7.229 5.486
H -7.432 -7.074 -2.810
H -2.237 -0.662 -1.949
H 3.878 -1.789 -0.605
H 2.966 8.661 -3.280
H 1.662 -2.001 -4.483
H -2.973 -6.241 1.218
H -1.464 6.470 8.760
H -1.152 4.005 8.862
H 3.884 2.037 -1.895
H 4.521 1.605 -0.374
H 0.098 -0.142 -2.111
H -6.105 0.060 -2.005
H 1.257 1.612 6.906
H 0.092 1.011 0.009
H -0.896 1.150 -2.777
H 1.426 7.485 -4.860
H 5.127 -0.264 -5.984
H -5.283 1.530 -4.930
H 6.341 6.176 9.810
H -7.147 -0.088 -5.313
H 1.580 4.997 -5.031
H -2.464 0.653 -1.026
H 1.778 -0.904 -6.717
H 2.694 2.978 -0.009
H 1.798 -4.494 -8.694
H -5.529 -6.097 -1.517
H 4.405 2.807 8.540
H 1.680 -5.769 -6.566
H -5.356 -10.819 -2.694
H 4.546 0.047 4.624
H 4.677 -0.172 -1.801
H 2.390 4.103 7.851
H 6.835 4.279 -6.390
H -4.804 -3.007 -3.226
H 4.422 7.631 9.197
H -3.247 -5.393 6.672
H 7.043 0.156 -7.536
H 0.658 6.413 5.030
H -0.252 0.354 5.396
H -3.409 -3.798 1.227
H 7.914 2.492 -7.738
H -8.367 2.555 1.510
H -7.334 -9.498 -3.412

* HOMO-LUMO gap: 6.65 eV
* molecular weight: 1043.4 g/mol
* charge: -1
* LUMO energy: 1.80 eV

[3]
Computed, not measured: a 12-piece molecular cluster, C63H88BCl2N12O6P2S overall, with ωB97M-V/def2-TZVPD.

CARTESIAN COORDINATES (ANGSTROEM)
Cl -3.451 3.076 -0.481
Cl -7.253 0.878 -4.358
S -9.353 -0.957 2.309
P -7.720 0.490 -2.354
P -3.744 1.331 -1.905
O -1.893 -1.438 -1.822
O -7.788 2.001 -1.778
O -5.359 1.197 -1.153
O -4.516 -2.718 -0.708
O -5.109 -3.281 -2.928
O -4.107 -0.040 -2.857
N 3.347 -0.755 8.206
N -2.321 -5.021 5.349
N 7.460 -2.496 -2.762
N -4.892 1.679 4.102
N -1.415 -1.431 3.799
N 10.362 -4.023 -5.707
N -11.454 3.351 2.907
N 3.383 4.227 -2.054
N 4.162 3.500 -8.422
N 7.334 2.577 -5.090
N 6.814 2.001 5.509
N -2.101 1.393 -2.591
C 12.065 -2.911 -6.577
C 8.250 0.325 5.652
C -13.259 3.464 4.181
C 7.918 2.493 6.149
C -1.172 -1.678 5.118
C -11.020 3.259 4.200
C 0.634 0.271 1.758
C 3.599 5.464 -2.593
C -6.441 3.199 3.691
C 7.438 1.391 -4.424
C 6.816 -3.695 -2.635
C -5.855 1.507 5.055
C 2.032 -2.249 7.245
C 7.009 0.682 5.201
C -7.619 -0.451 2.057
C -3.395 -1.577 4.773
C 2.828 -1.630 6.242
C 2.376 -1.689 8.444
C -2.771 -3.598 0.676
C -1.377 -5.962 5.054
C -1.892 -0.644 -0.929
C 11.151 -4.949 -6.328
C -5.238 2.700 3.263
C -2.013 -7.168 4.909
C -0.627 -0.552 -0.098
C -3.399 -6.941 5.128
C 4.109 5.292 -3.852
C -3.057 0.188 -0.521
C 12.219 -4.292 -6.880
C 8.828 1.476 6.255
C -3.579 -3.791 -0.584
C 2.615 2.063 -9.079
C 9.034 -4.010 -2.422
C -6.544 -0.610 -0.222
C -4.419 2.510 -3.207
C -0.307 2.912 -1.704
C -1.399 2.668 -2.763
C 3.441 1.434 -8.107
C 7.830 0.435 -5.325
C -3.552 -5.605 5.398
C 3.629 -0.713 6.868
C -5.216 -0.816 -2.435
C -2.384 -1.762 5.759
C 4.197 3.890 -4.082
C 1.733 -0.532 1.416
C 4.385 2.346 -7.721
C 8.809 -2.677 -2.636
C -0.413 4.310 -1.086
C -7.379 0.257 0.705
C -12.816 3.474 2.885
C 10.911 -2.780 -5.851
C 0.457 -1.360 -0.448
C -6.094 0.075 -1.524
C -6.831 2.441 4.833
C 1.632 -1.354 0.295
C 3.739 3.263 -2.954
C -2.762 -1.370 3.577
C 7.766 -4.659 -2.422
C -12.116 3.326 5.018
C -0.513 0.275 1.033
C 7.662 2.394 -6.406
C 3.084 3.337 -9.250
C 7.976 1.075 -6.586
B -4.909 -2.317 -1.968
H 9.801 1.548 6.711
H -5.690 -0.982 0.325
H 0.659 2.879 -2.197
H -2.952 -3.858 -1.461
H 3.008 4.050 -1.139
H 5.192 2.275 -7.012
H -6.990 2.155 -1.238
H -5.493 2.574 -3.147
H 6.252 0.114 4.688
H 5.745 -3.761 -2.709
H -12.102 3.280 6.093
H -14.286 3.543 4.495
H 2.015 -1.873 9.441
H 7.998 -0.607 -5.108
H -8.357 0.461 0.295
H 10.888 -5.993 -6.324
H -7.153 -1.482 -0.471
H -13.350 3.557 1.955
H -2.528 -1.942 6.812
H -4.054 1.127 4.030
H 0.536 4.837 -1.089
H -4.039 3.518 -3.105
H -1.088 4.928 -1.662
H 1.291 -3.018 7.100
H 7.576 -5.710 -2.283
H 9.998 -4.471 -2.284
H -2.139 -4.040 5.504
H -7.108 -1.401 2.093
H 2.744 4.137 -9.885
H -0.166 -1.765 5.492
H 4.546 3.399 -4.975
H -0.820 4.277 -0.086
H -2.627 -2.547 0.872
H -5.754 -0.974 -3.369
H 3.372 6.357 -2.038
H 7.010 -1.614 -2.924
H -4.462 -1.592 4.924
H -4.607 2.981 2.435
H -4.177 2.106 -4.179
H -0.731 -1.292 3.074
H 12.726 -2.108 -6.858
H -7.722 2.566 5.422
H -2.193 0.976 -3.507
H 4.382 6.080 -4.533
H -6.980 4.014 3.238
H 3.784 -0.186 8.905
H -4.121 -4.731 -0.477
H -3.154 -1.194 2.589
H 8.272 0.617 -7.514
H -3.806 -0.482 -0.120
H 9.509 -4.221 -5.214
H -0.337 -5.697 4.971
H -2.033 3.544 -2.841
H -1.807 -4.086 0.615
H 9.491 -1.846 -2.710
H 7.643 3.217 -7.100
H -0.340 2.133 -0.957
H -9.975 3.152 4.423
H -10.862 3.332 2.097
H 3.350 0.428 -7.733
H -4.190 -7.671 5.090
H 3.635 2.218 -2.718
H 2.813 -1.834 5.184
H -6.860 1.179 0.939
H 8.696 -0.651 5.560
H 4.373 -0.039 6.481
H -1.539 -8.106 4.671
H 7.222 1.330 -3.370
H 2.438 -2.004 0.007
H 10.436 -1.912 -5.427
H 5.987 2.527 5.297
H -7.337 0.186 2.883
H -1.321 0.898 1.356
H -4.431 -5.024 5.617
H -3.319 -4.003 1.518
H 4.704 4.339 -8.342
H 1.771 1.630 -9.589
H -5.763 0.742 5.806
H 7.053 3.447 -4.673
H 2.624 -0.534 2.016
H 13.019 -4.748 -7.437
H 0.364 -2.005 -1.303
H -0.879 2.601 -3.714
H -9.951 0.215 2.520
H -5.378 -4.113 -2.532
H 7.962 3.519 6.472
H 0.658 0.912 2.626
H -2.759 0.822 0.281

* HOMO-LUMO gap: 7.06 eV
* molecular weight: 1285.2 g/mol
* charge: -1
* LUMO energy: 1.40 eV